Record 1
DFT (the ωB97M-V functional and the def2-TZVPD basis) results for a molecular structure, C6H8N3OS.

Structure (XYZ):
```
19
Properties=species:S:1:pos:R:3:lowdin_charge:R:1
S -2.22 0.35 0.82 0.988
O 0.48 2.03 0.27 0.104
N 1.02 -1.97 0.66 0.096
N 2.60 1.34 0.30 0.195
N -0.64 -0.26 0.53 -0.282
C -0.22 -1.57 0.62 -0.061
C -2.34 1.68 -0.27 -0.373
C 1.77 2.33 0.29 -0.126
C 2.23 -1.17 0.46 -0.046
C 1.79 0.29 0.32 -0.245
C 0.51 0.66 0.45 -0.185
H -3.33 2.13 -0.35 0.084
H 1.06 -2.97 0.93 0.193
H 2.79 -1.52 -0.44 0.142
H 3.04 -1.12 1.33 0.180
H -1.98 1.32 -1.19 0.033
H -1.62 2.40 0.05 0.016
H -1.01 -2.25 0.77 0.146
H 1.97 3.35 0.34 0.140
```

The calculation puts the LUMO energy at -0.1479 hartree. The highest occupied orbital energy is -12.6 eV. For the total energy, the calculation gives -23696.0974 eV. Its net charge is +1. The calculation puts the energy relative to the best compared isomer or geometry (same formula, charge and spin) at 0.9818 eV.

=====

Record 2
DFT (the ωB97M-V functional and the def2-TZVPD basis) results for a molecular structure, C13H18LuN2.

Structure (XYZ):
```
34
Properties=species:S:1:pos:R:3:lowdin_charge:R:1
Lu -0.29 -0.49 -0.92 1.427
N -2.82 -0.61 -1.25 -0.264
N 0.15 -0.13 1.39 -0.063
C -1.77 -1.74 1.65 -0.109
C -0.75 -0.82 2.20 -0.422
C -1.23 1.65 -1.93 -0.276
C -0.24 2.25 -1.09 -0.192
C -0.51 -0.49 3.55 -0.107
C 0.18 -2.37 -1.61 -0.394
C 0.54 0.47 3.57 -0.108
C 1.92 1.67 1.78 -0.086
C 0.87 1.07 -2.74 -0.232
C 1.56 -1.85 -1.61 -0.277
C -0.55 0.93 -2.97 -0.272
C 1.04 1.90 -1.59 -0.202
C 0.91 0.69 2.22 -0.395
H 2.04 -1.62 -2.56 0.014
H 2.81 1.60 2.43 0.071
H -0.22 -2.60 -0.46 0.076
H -0.28 -2.14 -2.65 0.071
H -1.04 -0.93 4.39 0.071
H 1.66 0.73 -3.42 0.093
H -1.28 -2.65 1.24 0.051
H -2.46 -2.06 2.46 0.080
H -2.33 -1.26 0.79 0.020
H 1.00 0.93 4.43 0.074
H 2.22 -2.30 -0.88 0.016
H -3.09 -1.43 -1.89 -0.137
H 1.53 2.70 1.86 0.074
H 2.00 2.27 -1.20 0.086
H -0.45 2.92 -0.25 0.100
H -1.03 0.47 -3.84 0.096
H 2.22 1.48 0.74 0.039
H -2.31 1.79 -1.86 0.076
```

The calculation puts the LUMO energy (alpha / beta) at 0.1240 / 0.1174 hartree. The highest occupied orbital energy (alpha / beta) is -3.3 / -3.6 eV. For the total energy, the calculation gives -50370.2466 eV. Its net charge is -1. The calculation puts the energy relative to the best compared isomer or geometry (same formula, charge and spin) at 3.4447 eV.

=====

Record 3
DFT (the ωB97M-V functional and the def2-TZVPD basis) results for C7H12BNO4 in the gas phase.

Structure (XYZ):
```
25
Properties=species:S:1:pos:R:3:lowdin_charge:R:1
O 1.00 -1.73 1.06 -0.055
O -1.69 0.85 0.83 -0.108
O 2.41 -0.08 -1.35 0.154
O 1.09 1.91 -1.38 0.204
N 0.16 -0.04 -0.31 0.171
C -1.22 0.51 -0.44 -0.316
C 0.14 -1.37 0.08 -0.312
C -0.88 -2.18 -0.23 -0.007
C -1.20 1.93 1.57 -0.098
C -1.99 -1.68 -1.07 -0.075
C -2.17 -0.35 -1.16 -0.044
C 2.20 -1.08 1.38 -0.066
B 1.27 0.62 -0.98 -0.718
H -0.59 1.73 2.52 0.102
H 2.00 -0.17 1.91 0.085
H -3.11 -0.04 -1.63 0.110
H 1.64 2.44 -1.88 0.079
H 2.82 -1.79 2.00 0.115
H -2.08 2.47 1.87 0.081
H 2.78 0.54 -2.01 0.119
H 2.79 -1.04 0.46 0.078
H -1.09 1.54 -1.05 0.186
H -1.00 -3.23 0.21 0.136
H -0.49 2.57 1.10 0.068
H -2.78 -2.32 -1.49 0.108
```

The calculation puts the LUMO energy at 0.0035 hartree. The highest occupied orbital energy is -7.6 eV. For the total energy, the calculation gives -17810.7215 eV. The calculation puts the energy relative to the best compared isomer or geometry (same formula, charge and spin) at 1.7039 eV. As for the SMILES: COC1=CC=C[C@@H](OC)N1B(O)O.

=====

Record 4
DFT (the ωB97M-V functional and the def2-TZVPD basis) results for a molecular structure, C4H3KLiNaO2.

Structure (XYZ):
```
12
Properties=species:S:1:pos:R:3:lowdin_charge:R:1
K 1.78 2.95 -2.77 0.846
Na -2.00 0.45 -0.95 0.555
O 0.07 0.69 -1.61 -0.417
O -0.11 0.61 2.27 -0.387
C -0.98 -1.02 0.67 -0.196
C 0.29 -1.18 -0.08 -0.278
C -1.06 -0.15 1.73 -0.529
C 0.72 -0.38 -1.12 -0.492
Li 0.86 1.24 0.89 0.663
H 1.76 -0.96 -1.17 0.104
H 0.70 -2.20 -0.11 0.073
H -2.04 -0.05 2.25 0.059
```

The calculation puts the LUMO energy (alpha / beta) at -0.0619 / -0.0621 hartree. The highest occupied orbital energy (alpha / beta) is -4.3 / -4.3 eV. For the total energy, the calculation gives -29233.8103 eV.

=====

Record 5
DFT (the ωB97M-V functional and the def2-TZVPD basis) results for 2 unconnected molecules or ions with the total composition C3H2NP.

Structure (XYZ):
```
7
Properties=species:S:1:pos:R:3:lowdin_charge:R:1
P -0.45 0.58 0.09 0.542
N 2.21 -4.17 -0.80 0.213
C 2.29 -2.28 2.40 0.105
C 2.36 -3.00 1.43 -0.125
C 2.24 -3.67 0.22 -0.218
H -1.50 0.53 0.93 -0.311
H 0.44 -0.54 0.73 -0.206
```

The calculation puts the LUMO energy (alpha / beta) at -0.0518 / -0.1756 hartree. The highest occupied orbital energy (alpha / beta) is -10.4 / -9.2 eV. For the total energy, the calculation gives -13913.7649 eV. The calculation puts the energy relative to the best compared isomer or geometry (same formula, charge and spin) at 5.6229 eV.

=====

Record 6
DFT (the ωB97M-V functional and the def2-TZVPD basis) results for 2 unconnected molecules or ions with the total composition C4H11NO2.

Structure (XYZ):
```
18
Properties=species:S:1:pos:R:3:lowdin_charge:R:1
O 1.84 -1.28 -0.45 -0.030
O 1.49 3.11 1.87 -0.083
N -1.01 -0.91 0.49 -0.088
C -1.11 -1.00 -2.24 -0.086
C 0.18 -0.31 1.21 -0.179
C 1.46 -0.43 0.45 -0.205
C -1.40 -0.30 -0.85 -0.256
H 0.59 -0.68 2.23 0.149
H -2.51 -0.12 -0.90 0.107
H 2.45 3.04 2.09 0.054
H -1.03 0.73 -0.83 0.095
H -0.09 0.80 1.30 0.123
H -0.14 -1.25 -2.54 0.034
H -1.28 -0.21 -2.96 0.060
H -1.13 -1.92 0.23 0.121
H 2.28 0.17 0.76 0.088
H -1.76 -1.87 -2.36 0.067
H 1.18 2.44 2.51 0.030
```

The calculation puts the LUMO energy at 0.0181 hartree. The highest occupied orbital energy is -8.9 eV. For the total energy, the calculation gives -9908.9351 eV. The calculation puts the energy relative to the best compared isomer or geometry (same formula, charge and spin) at 3.3068 eV. As for the SMILES: CCNCC=O.O.

=====

Here are the calculated M numbers, same order: 170.22 377.27 184.99 152.10 83.03 105.14 (u).